This record from OMol25 describes a cluster of 2 separate species, C3H7INS in total in a non-equilibrium geometry. The level of theory is the ωB97M-V functional and the def2-TZVPD basis.

```
13
Properties=species:S:1:pos:R:3:forces:R:3
C -1.7037 -0.7363 1.0559 1.8774 0.6214 -1.5857
C 0.8805 0.5828 -1.7909 -0.5061 1.8476 0.1097
C 0.9879 0.0711 0.5188 -1.9945 1.7150 -0.8170
N 1.2137 -0.2442 -0.7154 -0.2802 -0.7871 2.9959
S -2.7778 -0.2859 2.1073 -1.6055 0.0552 1.5837
I 1.1467 -1.2002 2.1635 0.5614 0.6451 -0.6762
H -1.6371 -1.7999 0.9741 -0.3620 -0.9381 -0.0750
H 0.5850 0.1403 -2.7010 -0.7536 -0.9665 -0.5609
H 0.2244 1.3335 -1.3884 -0.9914 0.0814 -0.4020
H 1.7144 1.1547 -2.0036 2.0982 1.0904 -0.8309
H 0.4715 1.1126 0.5194 1.1318 -1.8254 1.1108
H 1.4876 -1.1669 -0.8491 0.9138 -1.9850 -0.7601
H -2.5931 1.0384 2.1092 -0.0892 0.4460 -0.0922
```
Positions in Å, forces in eV/Å.

Energy above the lowest of the compared OMol25 structures with the same formula, charge and spin   65.7 kcal/mol
HOMO-LUMO gap   7.76 eV
Net charge   +1
E   -23639.4729 eV


This record from OMol25 describes a cluster of 2 separate species, C3H7IO in total in a non-equilibrium geometry. The level of theory is the ωB97M-V functional and the def2-TZVPD basis.

```
12
Properties=species:S:1:pos:R:3:forces:R:3
C -0.8108 -0.7679 -1.4150 0.1874 -0.7396 -2.6168
C -0.3575 -1.2065 -0.2619 -0.2272 1.3161 3.4191
C -0.1786 -0.2090 0.9359 1.4462 -1.1958 -3.3027
O -0.2287 -2.4957 0.2092 0.3373 1.9825 0.5116
H -1.0893 -1.4535 -2.2519 0.3078 0.3891 0.7991
H -0.6656 0.2641 -1.7574 -0.4543 -0.3496 0.6939
H -0.9130 -0.4353 1.6484 -1.0584 -0.0298 1.0155
H -0.2604 0.7568 0.4475 -0.0125 0.3451 0.6963
H 0.8122 -0.4004 1.3218 0.2557 0.3121 0.4406
H -0.5948 -3.0013 -0.4699 -0.7753 -2.0196 -1.6568
I 2.4776 4.4122 0.0606 -0.1495 0.0166 0.3147
H 1.8090 4.5366 1.5328 0.1428 -0.0272 -0.3145
```
Positions in Å, forces in eV/Å.

SMILES   C=C(C)O.I
Energy above the lowest of the compared OMol25 structures with the same formula, charge and spin   19.1 kcal/mol
HOMO-LUMO gap   9.68 eV
E   -13371.3816 eV


- Among the records above, which one has the highest E?
  C3H7IO


- The highest E belongs to which entry?
  C3H7IO